Entry from the Open Molecules 2025 dataset: a 2-piece molecular cluster, C7H9NO2S overall (wB97M-V/def2-TZVPD).

Element x y z (Å)
H -2.73578 0.68141 1.44335
C 0.34026 -1.00639 -1.15744
C -2.47210 0.24878 0.54196
C 1.65837 -0.67926 -1.35604
C 2.01279 -0.80832 1.07896
H 3.61728 -0.45774 -0.34480
H -0.42924 -1.27990 -1.93079
H 2.74600 -1.04211 1.72520
N -0.79216 1.84372 -0.05459
H -3.20344 -0.03359 -1.03863
C -0.12652 -1.16740 0.17047
O -3.44181 0.50340 -0.29008
C 2.49320 -0.61313 -0.18598
H 0.21300 -1.26257 2.20360
O -2.36649 -1.96392 -0.86863
S -1.90840 -1.52402 0.43129
H 2.18663 -0.39098 -2.27944
C 0.70131 -1.12342 1.27777
H -0.11378 1.14540 -0.30583
H -0.74689 1.87498 0.98427

Values from the calculation:
- E_tot: -23820.006 eV
- HOMO (alpha / beta): -0.3058 / -0.3057 Ha
- F_max: 3.70 eV Å⁻¹